14
Properties=species:S:1:pos:R:3:nbo_charge:R:1 method="wB97M-V/def2-TZVPD" homo_energy_ev="-15.62 / -15.87" s2=6.024 e_tot_ha=-734.0765 e_above_lowest_kj_mol=0.00 largest_force_ev_per_a=4.3 total_charge=+1 multiplicity=5
C 1.07564 0.84597 0.36036 0.458
C -0.06511 1.18937 -0.60338 -0.149
F 1.08821 1.77452 1.37226 -0.316
H 2.05672 0.86507 -0.12980 0.201
H -1.01004 1.25987 -0.05150 0.205
H 0.15482 2.18787 -1.00147 0.257
O -0.14128 0.30980 -1.70233 -0.443
C -0.86678 -0.88149 -1.65907 0.466
O -0.87527 -1.47792 -2.71915 -0.274
O -1.05830 -0.56384 1.80466 -0.623
Ir -1.59105 -1.62365 0.20140 1.338
O 0.22225 -2.33629 1.62930 -0.524
O 0.93689 -0.44315 0.84311 -0.523
C 0.07331 -1.10612 1.65560 0.926